Record 1
This record from OMol25 describes a 2-piece molecular cluster, C4H9O overall at a distorted geometry. The level of theory is ωB97M-V/def2-TZVPD.

The charge is -1. As for the lowest unoccupied orbital energy: 0.1353 Ha. The calculation puts the HOMO energy at -1.8 eV.

```
14
Properties=species:S:1:pos:R:3:mulliken_charge:R:1
C 0.950 -2.076 0.121 -0.27
O 0.169 -2.977 0.696 -0.86
H 1.836 -1.618 0.672 0.11
H 1.500 -2.453 -0.805 0.17
H 0.471 -1.145 -0.332 -0.11
C -0.519 1.949 -1.454 -0.97
C -0.020 1.447 -0.106 -0.08
C -0.751 1.794 0.965 -0.69
H 0.048 2.819 -1.813 0.25
H -0.405 1.209 -2.256 0.27
H -1.529 2.358 -1.352 0.33
H 0.989 1.058 -0.171 0.38
H -0.392 2.073 1.953 0.22
H -1.831 1.665 0.928 0.23
```



Record 2
This record from OMol25 describes C33H49BCaGeN9O8P as an isolated structure at a distorted geometry. The level of theory is ωB97M-V/def2-TZVPD.

The charge is +1. As for the lowest unoccupied orbital energy (spin up / spin down): -0.1233 / -0.1331 Ha. As for the spin multiplicity: 2. The calculation puts the HOMO energy (spin up / spin down) at -10.3 / -11.6 eV.

```
103
Properties=species:S:1:pos:R:3:lowdin_spin:R:1
Ca -0.801 0.201 -0.049 0.11
C 4.560 2.460 -0.098 0.00
C 3.298 2.990 0.081 0.00
N 2.437 2.127 -0.462 0.00
N 3.059 1.081 -1.002 0.00
C 4.361 1.266 -0.775 0.00
B 2.412 -0.044 -1.968 0.00
N 1.821 -1.188 -1.158 0.00
C 1.750 -2.458 -1.599 0.00
C 1.043 -3.194 -0.678 0.00
C 0.693 -2.271 0.304 0.01
N 1.158 -1.065 0.000 0.04
N 1.294 0.595 -2.764 0.00
C 1.351 1.217 -3.957 0.00
C 0.064 1.506 -4.345 0.00
C -0.732 1.026 -3.302 0.00
N 0.015 0.481 -2.357 0.00
N 3.554 -0.553 -2.804 0.00
C 4.518 -1.423 -2.385 0.00
C 5.364 -1.650 -3.437 0.00
C 4.845 -0.862 -4.478 0.00
N 3.774 -0.213 -4.084 0.00
H 5.493 2.884 0.213 0.00
H 2.960 3.900 0.538 0.00
H 5.097 0.562 -1.109 0.00
H 2.201 -2.768 -2.520 0.00
H 0.819 -4.240 -0.710 0.00
H 0.171 -2.445 1.229 0.00
H 2.294 1.385 -4.437 0.00
H -0.256 1.995 -5.241 0.00
H -1.804 1.056 -3.206 0.00
H 4.520 -1.813 -1.386 0.00
H 6.223 -2.286 -3.461 0.00
H 5.207 -0.759 -5.481 0.00
O -3.615 5.101 -2.746 0.00
C -2.907 4.216 -2.043 0.00
C -3.489 3.266 -1.198 0.00
C -2.663 2.398 -0.494 0.00
N -1.348 2.422 -0.597 0.00
C -0.783 3.316 -1.418 0.00
C -1.511 4.233 -2.166 0.00
C 0.668 3.221 -1.495 0.00
O 1.458 3.764 -2.209 0.00
O 1.106 2.293 -0.509 0.01
C -3.166 1.233 0.368 0.00
O -4.290 0.812 0.145 0.00
O -2.314 0.782 1.169 0.04
H -4.566 5.014 -2.585 0.00
H -4.562 3.186 -1.092 0.00
H -1.022 4.946 -2.810 0.00
C -6.178 -1.117 -1.445 0.00
C -5.124 -1.146 -2.538 0.00
O -3.955 -1.861 -2.144 0.00
P -2.645 -1.111 -1.541 0.00
O -2.487 -1.701 -0.044 0.00
C -2.955 -3.018 0.292 0.00
C -4.188 -2.927 1.173 0.00
O -1.528 -2.130 -2.189 0.00
C -1.394 -2.279 -3.594 0.00
C -1.643 -3.723 -3.997 0.00
H -7.067 -0.615 -1.817 0.00
H -5.794 -0.571 -0.587 0.00
H -6.448 -2.128 -1.148 0.00
H -4.855 -0.119 -2.809 0.00
H -5.502 -1.665 -3.425 0.00
H -2.134 -3.516 0.819 0.00
H -3.180 -3.573 -0.623 0.00
H -3.970 -2.351 2.067 0.00
H -4.515 -3.923 1.459 0.00
H -4.988 -2.426 0.637 0.00
H -0.376 -1.980 -3.868 0.00
H -2.105 -1.627 -4.114 0.00
H -0.974 -4.384 -3.453 0.00
H -1.470 -3.834 -5.065 0.00
H -2.670 -3.998 -3.765 0.00
C -0.303 -2.076 5.474 0.00
C -1.101 -0.922 6.062 0.00
C -0.682 0.448 5.534 0.03
C -1.083 0.712 4.082 0.09
Ge 0.340 0.311 2.681 0.46
C 2.127 1.276 3.057 0.08
C 2.914 0.544 4.136 0.02
C 4.395 0.933 4.178 0.01
C 4.630 2.362 4.648 0.00
H -0.594 -3.013 5.941 0.00
H 0.763 -1.925 5.638 0.00
H -0.484 -2.161 4.403 0.00
H -0.972 -0.924 7.147 0.00
H -2.162 -1.074 5.856 0.00
H 0.397 0.562 5.664 0.00
H -1.162 1.209 6.156 0.01
H -1.329 1.765 3.938 0.00
H -1.969 0.141 3.809 0.00
H 0.871 -1.146 2.975 0.05
H 1.934 2.310 3.340 0.00
H 2.714 1.277 2.137 0.00
H 2.850 -0.532 3.950 0.00
H 2.472 0.737 5.114 0.00
H 4.837 0.794 3.189 0.00
H 4.903 0.253 4.865 0.00
H 4.234 3.083 3.938 0.00
H 5.695 2.546 4.763 0.00
H 4.153 2.527 5.611 0.00
```



ΔE to the lowest compared entry with this formula, charge and spin, respectively: 204.8 447.7 kJ/mol.